This record from the OMol25 dataset describes a molecular structure, C21H28AuCl2F3N4OSi at a distorted geometry. The level of theory is ωB97M-V/def2-TZVPD.

Lowest unoccupied orbital energy (alpha / beta)   -5.83 / -8.24 eV
Multiplicity   3
Orbital gap (alpha / beta)   0.3231 / 0.2469 hartree
Total charge   +2

```
61
Properties=species:S:1:pos:R:3:forces:R:3
Au 1.2306 -0.3108 0.0325 -0.465 -0.793 -0.003
Cl 5.3724 -2.3809 0.5396 0.000 0.142 -0.027
C 5.4489 -0.6874 0.0574 0.109 -0.362 0.208
Cl 3.9940 -0.2135 -0.8617 -0.019 0.253 -0.185
H 6.2952 -0.5349 -0.6012 -0.005 -0.004 -0.025
H 5.5052 -0.0666 0.9422 -0.023 0.034 -0.008
N 1.3379 1.6800 -0.0270 -0.217 0.654 -0.008
C 0.8854 2.7500 0.0517 0.159 -0.117 0.008
N 0.4560 3.9554 0.1470 0.046 -0.079 0.015
C 0.5805 4.7187 1.4065 0.032 0.358 0.199
C 1.2246 6.0682 1.0977 -0.027 -0.180 -0.025
O 0.5149 6.7292 0.0759 -0.034 0.031 0.010
C 0.5410 6.0268 -1.1448 -0.001 -0.179 0.039
C -0.1444 4.6700 -0.9963 -0.109 0.345 -0.214
H 1.1806 4.1541 2.1177 -0.009 -0.054 -0.028
H -0.4186 4.8768 1.8175 -0.019 -0.082 -0.054
H 2.2758 5.9229 0.8183 -0.015 0.050 -0.039
H 1.1733 6.7055 1.9777 0.052 -0.026 0.028
H 1.5700 5.8879 -1.4997 0.012 0.047 0.047
H -0.0060 6.6320 -1.8645 0.030 -0.030 -0.056
H -0.0301 4.0745 -1.9001 0.009 -0.051 0.028
H -1.2064 4.8211 -0.7922 0.015 -0.084 0.058
F 0.6104 -6.9989 -1.3951 0.027 -0.009 0.074
C 1.1121 -6.6502 -0.2045 -0.016 -0.049 -0.018
F 0.3446 -7.1733 0.7516 0.053 -0.009 -0.063
F 2.3407 -7.1608 -0.1000 -0.058 -0.002 -0.002
C 1.1669 -5.1391 -0.0997 -0.015 0.103 0.041
C 1.9257 -4.4253 -1.0156 -0.063 -0.010 0.090
C 1.9540 -3.0502 -0.9185 0.115 -0.067 -0.110
N 1.2666 -2.3903 0.0262 -0.029 0.093 0.049
C 0.5444 -3.0844 0.9162 -0.044 -0.047 0.071
C 0.4718 -4.4622 0.8896 0.078 -0.017 -0.079
H 2.4871 -4.9299 -1.7898 0.013 0.034 -0.012
H 2.5480 -2.4572 -1.5991 -0.026 0.003 0.007
H 0.0166 -2.5154 1.6683 0.000 0.008 -0.017
H -0.1137 -4.9955 1.6244 -0.007 0.029 0.008
C -2.9143 -1.4338 2.1910 0.305 0.248 -0.207
Si -1.8356 -0.0088 1.6040 -0.583 0.385 0.855
C -2.8456 1.5655 1.3777 0.254 -0.361 -0.023
C -0.4186 0.3013 2.7968 -0.130 -0.094 -0.248
N -1.0999 -0.4019 0.0282 0.620 -0.104 -0.477
C -1.6761 -0.6932 -1.1310 -0.003 -0.053 -0.219
C -3.1030 -0.7910 -1.2611 -0.018 0.023 0.124
C -3.6808 -1.1061 -2.4613 -0.104 -0.003 0.006
C -2.8960 -1.3389 -3.5958 0.008 0.016 0.092
C -1.5015 -1.2369 -3.5098 0.049 -0.005 -0.052
C -0.9066 -0.9236 -2.3197 0.100 0.035 0.114
H -3.2552 -1.2093 3.2039 0.016 -0.012 0.016
H -2.3788 -2.3845 2.2191 -0.014 0.001 0.032
H -3.7994 -1.5673 1.5699 -0.015 -0.022 0.025
H -3.1795 1.9159 2.3564 -0.003 0.014 0.000
H -3.7320 1.3960 0.7655 -0.009 0.037 0.013
H -2.2616 2.3617 0.9108 0.017 0.002 0.021
H -0.8352 0.5237 3.7818 -0.024 -0.009 0.000
H 0.1914 1.1576 2.5020 -0.034 0.011 0.012
H 0.2482 -0.5554 2.9247 -0.009 -0.019 0.019
H -3.7251 -0.6136 -0.3961 0.001 -0.006 -0.012
H -4.7581 -1.1746 -2.5301 0.007 -0.007 -0.007
H -3.3659 -1.5943 -4.5355 0.008 0.009 -0.007
H -0.8968 -1.4034 -4.3912 0.007 0.000 0.019
H 0.1702 -0.8315 -2.2486 0.006 -0.019 -0.102
```
Positions in Å, forces in eV/Å.

How positive or negative is each atom? The natural (NBO) charges in e answer that:
1. Au 1.061
2. Cl 0.012
3. C -0.379
4. Cl -0.045
5. H 0.250
6. H 0.239
7. N -0.606
8. C 0.667
9. N -0.434
10. C -0.235
11. C -0.083
12. O -0.494
13. C -0.083
14. C -0.235
15. H 0.229
16. H 0.223
17. H 0.180
18. H 0.230
19. H 0.181
20. H 0.230
21. H 0.229
22. H 0.222
23. F -0.300
24. C 0.965
25. F -0.299
26. F -0.296
27. C -0.023
28. C -0.200
29. C 0.067
30. N -0.526
31. C 0.063
32. C -0.208
33. H 0.268
34. H 0.234
35. H 0.220
36. H 0.270
37. C -1.119
38. Si 1.749
39. C -1.116
40. C -1.138
41. N -0.749
42. C 0.138
43. C -0.178
44. C -0.188
45. C -0.082
46. C -0.219
47. C -0.130
48. H 0.271
49. H 0.242
50. H 0.252
51. H 0.267
52. H 0.252
53. H 0.234
54. H 0.277
55. H 0.237
56. H 0.239
57. H 0.229
58. H 0.250
59. H 0.246
60. H 0.247
61. H 0.196

---

This record from the OMol25 dataset describes a single C6H4N6 molecule at a distorted geometry. The level of theory is ωB97M-V/def2-TZVPD.

Lowest unoccupied orbital energy   -1.26 eV
Orbital gap   0.2858 hartree
Structure (SMILES)   N#Cc1[nH]nc2ncnc(N)c12

```
16
Properties=species:S:1:pos:R:3:forces:R:3
N 3.2961 -0.6624 0.2494 -7.695 11.691 -0.877
C 2.4774 0.4785 0.1479 7.013 -10.725 0.508
C 1.1889 1.0909 -0.0698 0.874 -2.098 -1.541
N 0.7796 2.3730 -0.1203 -4.981 -4.764 0.875
N -0.6380 2.3856 -0.0435 3.071 -1.043 -1.678
C -0.9768 1.0035 -0.2321 -3.738 9.736 2.755
N -2.2803 0.9078 0.2340 -0.196 -3.397 -1.198
C -2.5890 -0.3556 0.2559 -0.179 -2.057 -1.166
N -1.7345 -1.5135 -0.1132 1.494 2.222 0.744
C -0.4295 -1.2327 -0.2429 2.826 0.117 1.040
N 0.6843 -2.1255 -0.1334 1.237 2.405 -0.120
C 0.0539 0.2395 -0.3527 2.408 -4.741 1.013
H 1.3529 3.1236 -0.0587 1.617 3.026 0.400
H -3.6409 -0.7173 0.4961 1.576 0.709 -0.081
H 1.7813 -1.9022 0.0234 -3.847 0.727 -0.792
H 0.6745 -3.0933 -0.0401 -1.478 -1.807 0.118
```
Positions in Å, forces in eV/Å.

How positive or negative is each atom? The natural (NBO) charges in e answer that:
1. N -0.349
2. C 0.293
3. C 0.002
4. N -0.274
5. N -0.178
6. C 0.248
7. N -0.426
8. C 0.277
9. N -0.543
10. C 0.496
11. N -0.826
12. C -0.176
13. H 0.417
14. H 0.199
15. H 0.443
16. H 0.396

---

Energy relative to the best compared isomer or geometry (same formula, charge and spin) values (in kcal per mole) by entry order: 0.00, 133.05.